Entry 1:
# C2H10N3

2 unconnected molecules or ions with the total composition C2H10N3 in a non-equilibrium geometry (ωB97M-V/def2-TZVPD, OMol25).

Each line ends with the Mulliken charge.
Element x y z (Å)
C: 2.35 -0.10 -0.37  -0.533
C: -1.65 -0.35 -0.27  -0.203
N: -1.35 -0.67 1.08  -0.579
N: -0.65 0.68 -0.67  -0.109
N: 0.40 0.96 0.04  -0.377
H: 2.49 -0.72 -1.22  0.294
H: 3.07 0.69 -0.44  0.305
H: 2.11 -0.66 0.53  0.254
H: -1.67 -1.22 -0.91  0.291
H: -2.62 0.27 -0.29  0.311
H: -0.70 -1.47 1.19  0.250
H: -2.00 -0.84 1.74  0.184
H: -0.63 1.07 -1.59  0.215
H: 0.28 0.40 0.97  0.382
H: 0.57 1.96 0.21  0.316

For the frontier orbital gap (spin up / spin down), the calculation gives 7.854 / 8.940 eV. The total energy comes out at -246.061272 a.u. As for the net charge: +1. As for the energy relative to the best compared isomer or geometry (same formula, charge and spin): 123.9 kcal per mole. Its largest force on an atom is 0.098 hartree/bohr.

=====

Entry 2:
# C32H64Br16O8S4

A molecular structure, C32H64Br16O8S4 in a non-equilibrium geometry (ωB97M-V/def2-TZVPD, OMol25).

Each line ends with the Mulliken charge.
Element x y z (Å)
C: -4.53 -1.24 1.81  -0.051
C: -3.23 -1.55 2.65  0.095
C: -3.68 -1.39 4.14  -1.112
S: -5.23 -2.44 4.13  1.169
O: -6.19 -1.84 5.04  -0.666
O: -4.78 -3.81 4.40  -0.661
C: -5.64 -2.15 2.36  -0.736
H: -4.38 -1.32 0.73  -0.305
H: -4.83 -0.19 1.91  0.432
H: -2.37 -0.96 2.34  -0.184
H: -2.86 -2.58 2.71  0.229
H: -4.11 -0.40 4.33  0.387
H: -3.00 -1.72 4.92  0.570
H: -6.64 -1.71 2.33  0.436
H: -5.61 -3.11 1.85  0.321
C: 0.35 2.22 -0.95  -0.047
C: -0.11 0.88 -1.44  1.238
C: 0.24 -0.15 -0.34  -0.484
S: 1.60 0.55 0.72  0.760
O: 2.82 -0.19 0.44  -0.356
O: 1.17 0.72 2.07  -0.445
C: 1.71 2.15 -0.17  -0.426
H: -0.40 2.73 -0.35  -0.317
H: 0.39 2.92 -1.78  0.575
H: 0.31 0.39 -2.31  -0.543
H: -1.18 0.80 -1.62  -0.505
H: 0.51 -1.13 -0.74  0.452
H: -0.58 -0.43 0.32  -0.326
H: 2.61 2.13 -0.79  0.443
H: 1.84 2.92 0.60  -0.060
C: -2.97 -6.11 -0.76  -0.640
C: -2.33 -6.66 0.50  -0.732
C: -1.07 -5.76 0.76  -0.717
S: -1.18 -4.23 -0.16  1.075
O: -0.49 -4.07 -1.45  -0.775
O: -1.22 -3.02 0.78  -0.395
C: -2.89 -4.63 -0.68  -0.298
H: -3.99 -6.48 -0.64  0.341
H: -2.61 -6.43 -1.74  0.316
H: -2.20 -7.75 0.44  0.366
H: -2.96 -6.62 1.39  0.326
H: -0.10 -6.22 0.58  0.486
H: -0.98 -5.33 1.75  0.333
H: -3.19 -3.94 -1.48  0.364
H: -3.60 -4.35 0.10  -0.092
C: 2.69 -0.66 -6.15  -0.982
C: 4.13 -0.46 -5.71  -0.178
C: 4.21 1.09 -5.53  -0.878
S: 2.81 1.50 -4.50  1.062
O: 2.11 2.64 -5.02  -0.699
O: 3.11 1.45 -3.08  -0.429
C: 1.76 0.05 -5.04  -0.184
H: 2.48 -1.73 -6.21  0.442
H: 2.59 -0.22 -7.14  0.359
H: 4.91 -0.98 -6.27  0.361
H: 4.21 -0.95 -4.74  -0.040
H: 3.97 1.62 -6.45  0.384
H: 5.13 1.50 -5.11  0.452
H: 0.78 0.29 -5.45  -0.189
H: 1.80 -0.46 -4.08  0.437
Br: -3.09 1.94 1.86  -0.030
C: -2.93 3.86 1.52  -0.353
C: -2.95 4.46 2.85  -0.628
Br: -4.82 4.41 3.69  -0.157
H: -3.74 4.17 0.86  0.475
H: -1.96 4.00 1.05  0.052
H: -2.62 5.50 2.91  0.394
H: -2.24 3.91 3.46  0.270
Br: 5.60 -0.32 1.95  -0.084
C: 4.54 1.20 2.89  -0.437
C: 5.41 1.86 3.87  -0.617
Br: 4.30 3.25 4.79  -0.198
H: 3.70 0.72 3.39  0.284
H: 4.23 1.90 2.12  0.252
H: 6.26 2.38 3.45  0.422
H: 5.69 1.16 4.66  0.415
Br: 1.84 -5.09 3.21  -0.219
C: 2.03 -3.57 1.87  -0.534
C: 3.33 -2.91 2.13  0.143
Br: 4.80 -4.27 2.31  -0.140
H: 1.20 -2.87 2.02  0.173
H: 2.08 -4.12 0.93  0.401
H: 3.20 -2.29 3.01  0.485
H: 3.56 -2.38 1.20  -0.290
Br: 8.04 -2.71 -1.56  -0.155
C: 6.60 -1.46 -2.10  -0.695
C: 5.31 -1.66 -1.24  -0.088
Br: 4.26 -3.05 -2.17  -0.199
H: 6.56 -1.44 -3.19  0.371
H: 7.15 -0.60 -1.72  0.409
H: 4.79 -0.71 -1.12  0.105
H: 5.45 -2.07 -0.24  0.217
Br: 0.25 9.61 2.65  -0.167
C: 0.75 7.89 1.64  -0.576
C: 1.86 7.19 2.36  -0.418
Br: 2.35 5.56 1.45  -0.124
H: 0.77 8.11 0.58  0.446
H: -0.18 7.32 1.65  0.174
H: 1.49 6.92 3.34  0.380
H: 2.74 7.82 2.24  0.337
Br: -0.87 2.99 6.29  -0.193
C: -1.39 1.02 6.03  -0.418
C: -0.20 0.23 5.68  -0.388
Br: 1.25 0.13 7.09  -0.159
H: -2.22 0.87 5.34  0.134
H: -1.94 0.64 6.89  0.485
H: 0.23 0.64 4.77  0.280
H: -0.55 -0.77 5.43  0.316
Br: -5.38 1.18 -4.39  -0.134
C: -4.32 -0.45 -4.23  -0.294
C: -4.17 -0.67 -2.69  -0.602
Br: -6.01 -1.06 -2.04  -0.106
H: -3.28 -0.26 -4.50  0.193
H: -4.70 -1.35 -4.71  0.490
H: -3.68 0.10 -2.09  0.226
H: -3.57 -1.59 -2.63  0.227
Br: -0.69 2.71 -7.53  -0.174
C: -1.58 2.10 -5.82  -0.037
C: -2.01 3.28 -5.01  -0.485
Br: -2.21 2.65 -3.25  -0.089
H: -0.80 1.53 -5.30  -0.309
H: -2.43 1.45 -6.02  0.418
H: -2.94 3.79 -5.25  0.383
H: -1.24 4.04 -4.86  0.380

For the frontier orbital gap, the calculation gives 9.283 eV. The total energy comes out at -44636.407170 a.u. As for the energy relative to the best compared isomer or geometry (same formula, charge and spin): 58.0 kcal per mole. Its largest force on an atom is 0.089 hartree/bohr.

=====

Entry 3:
# C16H25Br15O7S

A molecular structure, C16H25Br15O7S in a non-equilibrium geometry (ωB97M-V/def2-TZVPD, OMol25).

Each line ends with the Mulliken charge.
Element x y z (Å)
O: 1.65 21.93 -12.80  -0.572
C: 0.96 22.73 -12.22  0.551
O: 0.92 22.81 -10.92  -0.369
C: 0.05 23.78 -10.42  -0.451
C: -0.40 24.56 -11.64  -0.546
C: 0.10 23.83 -12.84  0.336
H: 0.63 24.38 -9.72  0.273
H: -0.77 23.37 -9.82  0.235
H: 0.11 25.52 -11.53  0.222
H: -1.42 24.91 -11.77  0.296
H: 0.62 24.51 -13.51  0.293
H: -0.79 23.48 -13.36  -0.341
O: 4.66 18.70 -11.89  -0.612
C: 4.46 18.74 -13.11  0.356
O: 5.46 18.95 -13.98  -0.328
C: 4.92 19.17 -15.22  -0.523
C: 3.46 19.62 -14.99  -0.192
C: 3.10 18.81 -13.78  -0.173
H: 4.97 18.21 -15.73  0.286
H: 5.42 19.92 -15.84  0.350
H: 2.85 19.40 -15.86  0.293
H: 3.39 20.69 -14.76  0.094
H: 2.80 17.79 -13.99  0.199
H: 2.37 19.20 -13.07  0.288
O: -3.07 21.54 -15.61  -0.509
S: -2.60 21.32 -16.94  1.115
O: -2.62 22.36 -17.98  -0.487
O: -1.09 20.63 -16.91  -0.231
C: -0.29 20.89 -15.77  -0.107
C: -0.04 19.56 -15.14  -0.127
C: -3.46 19.80 -17.70  -0.575
H: -0.78 21.45 -14.97  -0.018
H: 0.57 21.46 -16.12  0.310
H: 0.39 18.92 -15.90  -0.063
H: -0.92 19.03 -14.78  0.360
H: 0.75 19.77 -14.42  -0.197
H: -3.33 19.64 -18.76  0.256
H: -4.53 20.03 -17.67  0.014
H: -3.19 18.92 -17.11  0.395
C: -5.32 23.77 -14.23  0.361
Br: -6.98 23.60 -13.19  -0.021
Br: -3.80 23.99 -12.96  -0.002
Br: -5.47 25.15 -15.56  0.016
H: -5.06 22.84 -14.73  -0.319
C: -7.69 19.84 -15.44  -0.347
Br: -6.78 18.87 -16.93  -0.033
Br: -8.60 21.42 -16.13  0.008
Br: -6.20 20.23 -14.22  -0.028
H: -8.35 19.13 -14.95  0.395
C: -5.36 24.26 -19.21  0.098
Br: -5.25 23.29 -20.95  -0.053
Br: -7.08 23.82 -18.27  -0.044
Br: -5.01 26.20 -19.39  -0.037
H: -4.50 23.87 -18.67  0.010
C: -1.24 22.81 -20.92  -0.136
Br: 0.17 22.87 -22.28  -0.070
Br: -2.40 21.36 -21.48  -0.078
Br: -2.17 24.58 -20.75  -0.008
H: -0.78 22.61 -19.96  0.219
C: 0.31 15.92 -16.62  -0.290
Br: -0.57 16.08 -14.87  -0.018
Br: -0.41 17.10 -18.13  -0.013
Br: 0.41 14.04 -17.17  -0.058
H: 1.38 16.10 -16.53  0.345

For the frontier orbital gap, the calculation gives 8.845 eV. The total energy comes out at -40159.611977 a.u. As for the energy relative to the best compared isomer or geometry (same formula, charge and spin): 0.0 kcal per mole. Its largest force on an atom is 0.087 hartree/bohr.

=====

Entry 4:
# C7H9ClN3O

A gas-phase ion, C7H9ClN3O (charge +1) in a non-equilibrium geometry (ωB97M-V/def2-TZVPD, OMol25).

Each line ends with the Mulliken charge.
Element x y z (Å)
C: 2.60 0.90 -0.29  -0.443
C: 1.71 -0.78 0.97  -0.510
C: 2.90 -0.02 0.75  0.288
C: 0.78 -0.33 0.06  0.072
C: -1.57 -1.27 0.32  0.105
C: -1.07 -0.88 2.65  -0.317
C: 0.55 1.53 -1.63  -0.998
N: 1.31 0.70 -0.69  0.103
N: -0.49 -0.91 -0.29  -0.062
N: -1.92 -1.16 1.61  0.016
O: -1.85 -0.85 3.72  -0.384
Cl: 4.35 -0.42 1.45  -0.176
H: 3.18 1.67 -0.73  0.430
H: -2.32 -1.56 -0.29  0.443
H: 1.67 -1.87 1.28  0.300
H: 1.12 2.37 -1.97  0.351
H: 0.30 1.01 -2.46  0.376
H: -0.32 1.95 -1.16  0.341
H: -0.59 -1.18 -1.30  0.302
H: -2.95 -1.19 1.75  0.335
H: -1.50 -0.68 4.60  0.426

For the frontier orbital gap, the calculation gives 7.177 eV. The total energy comes out at -971.490052 a.u. As for the net charge: +1. As for the energy relative to the best compared isomer or geometry (same formula, charge and spin): 45.5 kcal per mole. Its largest force on an atom is 0.063 hartree/bohr.

=====

Entry 5:
# C8H8NOP

A single C8H8NOP molecule in a non-equilibrium geometry (ωB97M-V/def2-TZVPD, OMol25).

Each line ends with the Mulliken charge.
Element x y z (Å)
C: -0.37 2.78 0.35  -0.668
C: 0.94 2.71 0.79  -0.638
C: -0.99 1.62 -0.03  -0.676
C: 1.61 1.49 0.96  -0.575
C: -0.32 0.44 0.05  0.927
C: 0.97 0.31 0.59  0.091
C: -0.17 -2.08 -0.42  0.450
C: -0.98 -0.82 -0.54  -0.893
N: 0.94 -2.16 0.19  -0.443
O: 1.56 -0.92 0.73  -0.374
P: -0.94 -3.71 -0.99  -0.200
H: -0.81 3.69 0.33  0.497
H: 1.32 3.58 1.09  0.477
H: -1.94 1.72 -0.37  0.489
H: 2.58 1.40 1.32  0.495
H: -1.97 -0.88 -0.18  0.495
H: -1.29 -0.81 -1.60  0.383
H: -0.11 -4.54 -0.15  0.088
H: -0.05 -3.82 -2.13  0.075

For the frontier orbital gap, the calculation gives 9.278 eV. The total energy comes out at -780.880477 a.u. As for the energy relative to the best compared isomer or geometry (same formula, charge and spin): 29.8 kcal per mole. Its SMILES is PC1=NOc2ccccc2C1. Its largest force on an atom is 0.079 hartree/bohr.